Record 1
# C2H4N4O

C2H4N4O in the gas phase in a non-equilibrium geometry (ωB97M-V with the def2-TZVPD basis set, OMol25).

```
11
Properties=species:S:1:pos:R:3:forces:R:3:lowdin_charge:R:1
H -0.430709 1.333281 0.899185 -0.02 -0.06 0.01 0.123
C 0.325213 0.660771 0.502785 0.20 -0.06 0.37 0.010
N 0.778638 -0.623611 -1.477598 2.35 -0.43 -1.49 0.037
H -0.941615 0.825452 -2.474187 0.30 -0.32 0.05 0.121
N -0.102411 -1.609906 1.688581 -0.11 -0.43 -0.01 0.171
N -0.320610 -1.064499 -0.641714 -1.52 0.11 0.30 0.061
C 0.028072 -0.818337 0.741594 0.34 0.43 0.79 -0.390
H 0.096875 -1.235205 2.611231 0.12 0.19 -0.14 0.061
O -0.840578 1.169832 -1.572666 -0.02 0.46 0.10 0.061
H 1.338034 1.026730 0.653629 -0.06 0.01 -0.05 0.121
N 0.069091 0.335492 -0.930840 -1.59 0.10 0.06 -0.377
```
Positions in Å, forces in eV/Å.

Summary:
- LUMO: 0.67 eV
- Calculated total energy: -372.61788 Ha
- Relative energy (zero: lowest compared OMol25 entry of this formula, charge and spin): 177.24 kcal per mole
- Gap between HOMO and LUMO: 9.10 eV
- HOMO level: -8.433 eV



Record 2
# C2HF3O2

C2HF3O2 in the gas phase in a non-equilibrium geometry (ωB97M-V with the def2-TZVPD basis set, OMol25).

```
8
Properties=species:S:1:pos:R:3:forces:R:3:lowdin_charge:R:1
F -0.232779 -0.497036 -1.529160 -0.15 0.51 0.64 0.128
F 0.724189 -1.311806 1.427807 -0.92 0.26 -0.71 0.153
C -0.154612 0.177112 -0.344610 -4.21 -0.41 0.52 -0.456
C 0.975950 -0.471910 0.416779 1.99 0.25 1.36 -0.360
F 0.128089 1.458388 -0.622194 -0.16 -0.64 0.28 0.154
O 2.098402 -0.183563 0.179642 -0.41 -0.09 -0.34 0.220
O -1.473862 0.065684 0.388683 3.65 -0.05 -1.45 0.061
H -2.065377 0.763132 0.083054 0.19 0.17 -0.30 0.099
```
Positions in Å, forces in eV/Å.

Summary:
- LUMO: 0.43 eV
- Calculated total energy: -526.88499 Ha
- Relative energy (zero: lowest compared OMol25 entry of this formula, charge and spin): 23.83 kcal per mole
- Gap between HOMO and LUMO: 12.76 eV
- SMILES: O=C(F)C(O)(F)F
- HOMO level: -12.336 eV



Which value of HOMO level does entry 1 give?
-8.433 eV